(1)
A molecular structure, C26H32BaNO6, computed with the ωB97M-V functional and the def2-TZVPD basis.

Geometry (Å):
O: 0.7493 -0.0210 -6.3029
C: 0.7622 1.2366 -7.0529
C: 0.6311 0.5842 -8.4149
H: 1.7175 1.7371 -6.9003
H: -0.0768 1.8972 -6.8117
C: 0.6819 -0.7236 -7.5821
H: 1.4799 0.7790 -9.0761
H: -0.3253 0.7791 -8.9079
C: 1.9428 -1.5112 -7.8584
H: 2.8276 -0.8675 -7.8082
H: 1.9091 -1.9255 -8.8731
H: 2.0412 -2.3540 -7.1672
C: -0.5840 -1.5442 -7.6914
H: -1.4672 -0.9215 -7.5091
H: -0.5610 -2.3854 -6.9900
H: -0.6943 -1.9587 -8.7003
Ba: 0.1988 0.0120 -0.0240
C: -2.5616 -0.6435 1.0944
C: -2.5854 0.7743 1.2589
C: -2.8026 1.3639 -0.0195
H: -2.5141 1.3055 2.2053
C: -2.9356 0.3106 -0.9735
C: -2.7739 -0.9325 -0.2890
H: -2.8481 -1.9263 -0.7317
H: -2.4713 -1.3818 1.8877
H: -2.9143 2.4286 -0.2182
H: -3.2159 0.4310 -2.0199
C: 1.4807 -2.4943 1.2011
C: 0.4942 -2.9963 0.3093
C: 0.9581 -2.7887 -1.0233
H: -0.4252 -3.5184 0.5948
C: 2.2348 -2.1492 -0.9488
C: 2.5493 -1.9505 0.4313
H: 3.4827 -1.5472 0.8298
H: 1.4405 -2.5418 2.2916
H: 0.4628 -3.1232 -1.9392
H: 2.8794 -1.9011 -1.7930
O: 1.1009 1.7408 -4.6309
C: 0.0468 0.9148 -4.0498
C: -1.1247 1.8217 -3.7247
H: 0.4082 0.3661 -3.1688
H: -0.2419 0.1890 -4.7827
C: -0.5489 3.2551 -3.7212
H: -1.5647 1.5879 -2.7535
H: -1.8782 1.6423 -4.4946
C: 0.9601 2.9794 -3.8912
H: -0.7404 3.7404 -2.7724
H: -0.9373 3.8811 -4.5376
H: 1.3989 2.8130 -2.8768
H: 1.5081 3.7776 -4.3792
O: -0.0196 -0.4461 2.5447
C: 0.5200 0.6582 2.8937
O: 0.9996 1.5103 2.0662
C: 0.5550 0.9211 4.3629
C: 1.1064 2.1192 4.8484
C: 1.1514 2.3861 6.2149
C: 0.6459 1.4332 7.1244
C: 0.0818 0.2302 6.6508
C: 0.0497 -0.0270 5.2839
N: 0.7026 1.6625 8.5315
O: 1.2071 2.7310 8.9479
O: 0.2517 0.7790 9.2995
H: 1.5024 2.8623 4.1548
H: 1.5692 3.3081 6.6129
H: -0.3154 -0.4883 7.3630
H: -0.3648 -0.9639 4.9115

Results
Maximum force = 2.8 eV/A
Net charge = -1
Lowest unoccupied orbital energy = 1.19 eV
Energy relative to the best compared isomer or geometry (same formula, charge and spin) = 0.000 eV
HOMO-LUMO gap = 5.59 eV
Highest occupied orbital energy = -4.407 eV

Löwdin population analysis, charges in e, atoms 1 to 5:
1 O -0.130
2 C -0.166
3 C -0.079
4 H 0.121
5 H 0.124

(2)
A molecular structure, C16H14N5O7S2Zr, computed with the ωB97M-V functional and the def2-TZVPD basis.

Geometry (Å):
Zr: 0.3752 -0.6182 -0.2674
O: -1.7610 0.5786 -3.5336
C: -1.3443 -0.3558 -2.6084
O: -0.0871 -0.0663 -2.0997
C: -2.3770 -0.3134 -1.4679
O: -1.8423 -1.0364 -0.3315
C: -2.1729 -2.4485 -0.2276
C: -0.8709 -3.2518 -0.1569
O: -0.8343 -4.3347 0.3525
O: 0.1762 -2.5884 -0.6309
H: -1.0163 0.8125 -4.1044
H: -3.3358 -0.7290 -1.7686
H: -2.5015 0.7210 -1.1530
H: -2.7620 -2.7613 -1.0872
H: -2.7431 -2.6004 0.6857
O: 0.7837 -1.8437 1.8332
C: 1.6617 -1.4326 2.8479
C: 2.0002 -2.2454 3.9069
C: 2.8640 -1.7382 4.8697
C: 3.3597 -0.4460 4.7720
C: 3.0034 0.3613 3.7006
C: 2.1560 -0.1414 2.7315
C: 1.6463 0.5347 1.5149
O: 2.1584 0.1694 0.3487
N: 0.5053 1.1571 1.6292
N: -0.0961 1.4703 0.3844
C: -0.0449 2.7139 0.0388
S: -0.7082 3.2151 -1.4865
C: -0.7905 4.9683 -1.0114
C: 0.4310 5.2685 -0.1689
S: 0.6160 3.9405 1.0609
H: 0.7154 -2.8110 1.8160
H: 1.5987 -3.2485 3.9868
H: 3.1433 -2.3626 5.7069
H: 4.0249 -0.0647 5.5337
H: 3.3814 1.3712 3.6156
H: -1.7160 5.1367 -0.4639
H: -0.7985 5.5571 -1.9271
H: 0.3186 6.2028 0.3788
H: 1.3381 5.3076 -0.7693
N: -1.3229 -1.7253 -3.1429
C: -1.2627 -2.0467 -4.3043
N: -1.1035 -2.4813 -5.4314
C: -2.0141 -2.7751 -6.3619
N: -2.7512 -3.0198 -7.2097

Results
Maximum force = 0.4 eV/A
Net charge = +1
Lowest unoccupied orbital energy = -3.78 eV
Energy relative to the best compared isomer or geometry (same formula, charge and spin) = 1.472 eV
HOMO-LUMO gap = 8.66 eV
Highest occupied orbital energy = -12.441 eV

natural (NBO) population analysis, charges in e, atoms 1 to 5:
1 Zr 2.470
2 O -0.693
3 C 0.626
4 O -0.832
5 C -0.097

(3)
6 unconnected molecules or ions with the total composition C17H46O7, computed with the ωB97M-V functional and the def2-TZVPD basis.

Geometry (Å):
C: -2.7023 2.8130 2.7585
C: -3.3928 2.8072 1.4091
C: -4.1342 4.1644 1.1797
O: -2.6398 2.5515 0.3063
H: -2.1592 1.9095 3.0553
H: -3.2333 2.8009 3.5809
H: -1.8988 3.5463 2.7574
H: -4.1004 1.9959 1.4926
H: -4.6484 4.1422 2.1220
H: -4.6890 4.2586 0.3062
H: -3.5241 4.9523 1.2203
H: -2.3114 1.6218 0.2637
C: -0.1003 -3.9371 3.0678
C: 1.0023 -3.1432 3.3728
C: 1.8186 -3.3871 4.6857
O: 1.9573 -3.3465 2.3213
H: 0.2710 -4.9440 2.9402
H: -0.5412 -3.6509 2.0605
H: -0.8966 -3.9292 3.9066
H: 0.7692 -1.9701 3.3230
H: 2.6524 -2.8872 4.7557
H: 2.1512 -4.5182 4.8156
H: 1.1879 -3.3194 5.6335
H: 1.7545 -2.9976 1.5463
C: -3.9544 0.0103 -2.6894
C: -4.1424 -1.4977 -2.7185
C: -3.8071 -2.1153 -4.0597
O: -3.2386 -2.0774 -1.7962
H: -2.9298 0.3896 -2.9416
H: -4.1823 0.5864 -1.8506
H: -4.5990 0.4036 -3.5849
H: -5.0801 -1.3574 -2.3921
H: -2.8790 -1.8960 -4.3059
H: -4.6356 -1.8282 -4.7987
H: -3.5635 -3.0891 -4.0181
H: -3.2679 -3.1134 -1.8484
C: 2.7709 1.7621 -2.6489
C: 2.2675 1.0799 -3.9843
C: 0.8543 0.8922 -4.0902
O: 2.7557 1.8931 -4.9666
H: 2.3687 1.2672 -1.7781
H: 2.5399 2.9002 -2.6084
H: 3.8103 1.8235 -2.5022
H: 2.7297 0.0395 -3.8505
H: 0.3030 1.9192 -4.0238
H: 0.5326 0.0230 -3.2632
H: 0.4266 0.4587 -4.9386
H: 3.8231 1.8904 -5.0993
C: 4.4868 -0.2942 1.7025
C: 4.1019 1.1175 1.5845
C: 4.9882 1.8887 0.4344
O: 2.8583 1.1460 1.0873
H: 5.3491 -0.4233 2.4765
H: 4.6882 -0.9747 0.6524
H: 4.0001 -0.7176 2.4350
H: 4.3224 1.6465 2.6211
H: 5.9272 2.0929 0.7736
H: 4.4841 2.8675 0.3200
H: 5.0044 1.2262 -0.6053
H: 2.3819 1.8388 1.3647
O: -2.0568 -0.0991 0.1875
C: -1.1002 -0.9509 0.8182
C: 0.1740 -0.5421 0.0488
O: 1.2385 -1.3010 0.5052
H: -2.6010 -0.6566 -0.6162
H: -0.8803 -0.7880 1.9119
H: -1.2954 -1.9314 0.6302
H: 0.4415 0.4478 0.0293
H: -0.0008 -0.8638 -1.0798
H: 1.9925 -0.6267 0.5956

Results
Maximum force = 8.0 eV/A
SMILES = CC(C)O.CC(C)O.CC(C)O.CC(C)O.CC(C)O.OCCO
Lowest unoccupied orbital energy = 0.38 eV
Energy relative to the best compared isomer or geometry (same formula, charge and spin) = 5.925 eV
HOMO-LUMO gap = 9.67 eV
Highest occupied orbital energy = -9.291 eV

natural (NBO) population analysis, charges in e, atoms 1 to 5:
1 C -0.644
2 C 0.125
3 C -0.606
4 O -0.755
5 H 0.205